1.
The following is a DFT calculation (ωB97M-V/def2-TZVPD) of the ion C7H10N3 with charge +1 at a distorted geometry.

XYZ file:
```
20
Properties=species:S:1:pos:R:3:forces:R:3
C -1.0132 -1.9505 0.4209 -3.22 -1.81 -1.85
C 0.0076 -1.2165 0.8437 3.50 4.36 -0.52
C 0.4467 1.4271 -1.5187 -1.58 -1.70 -0.01
C -0.2392 0.2340 -1.0171 0.79 3.85 -3.27
C -1.7956 -1.6318 -0.8237 1.16 0.83 0.38
C 1.4584 0.8747 0.3605 1.04 0.64 0.81
C 1.2788 1.6201 1.6829 -0.15 -0.29 -0.12
N 1.3958 1.7599 -0.7442 1.17 1.07 0.15
N 0.3901 -0.0940 0.1051 -0.24 -4.50 4.47
N -1.2548 -0.4434 -1.4943 -2.31 -2.13 -0.41
H -1.3281 -2.8242 0.9656 0.01 -0.09 0.13
H 0.5848 -1.4253 1.7275 0.08 0.00 0.13
H 0.2103 1.9685 -2.4161 -0.15 0.06 -0.24
H -1.7594 -2.4822 -1.5159 -0.05 -0.03 0.08
H -2.8485 -1.4547 -0.5700 0.01 -0.09 0.03
H 2.4356 0.3746 0.3590 -0.19 -0.24 0.03
H 0.3143 2.1210 1.7046 -0.08 0.05 -0.02
H 2.0619 2.3673 1.7673 0.06 0.00 -0.04
H 1.3506 0.9328 2.5203 0.02 -0.05 0.17
H -1.6961 -0.1574 -2.3571 0.13 0.06 0.10
```
Positions in Å, forces in eV/Å.

net charge = +1
HOMO (spin up / spin down) = -10.289 / -14.187 eV
energy relative to the best compared isomer or geometry (same formula, charge and spin) = 0.000 eV
multiplicity = 3
expectation value of S² = 2.02
maximum force = 6.342 eV/A



2.
The following is a DFT calculation (ωB97M-V/def2-TZVPD) of an isolated molecule of C5H8N4 at a distorted geometry.

XYZ file:
```
17
Properties=species:S:1:pos:R:3:forces:R:3
C -2.3929 1.2156 0.2008 -2.24 -0.74 -0.35
N -1.7725 -0.0210 -0.0318 -0.50 -2.16 -0.68
N -2.3367 -1.2545 0.3169 0.62 0.67 0.56
N -1.4124 -2.0858 0.4464 0.97 -0.55 -0.04
N -0.2044 -1.4859 0.1305 -2.56 -0.39 -0.64
C 1.1909 -1.7854 0.2338 1.13 1.23 2.47
C 1.7791 -0.4587 -0.4892 -0.42 -1.44 1.00
C 0.6395 0.4867 -0.6126 -1.02 0.68 0.53
C -0.4613 -0.2105 -0.2781 1.23 1.13 0.74
H -3.4957 1.1727 -0.0137 1.18 0.15 -0.20
H -2.2895 1.5214 1.1995 0.21 0.42 1.64
H -1.8379 1.8640 -0.3942 0.28 1.69 -1.20
H 1.4823 -2.6993 -0.2725 0.02 -0.04 0.10
H 1.4640 -1.8237 1.3940 -0.28 -0.10 -2.36
H 2.0193 -0.8045 -1.4327 0.78 -0.75 -2.31
H 2.7095 -0.0999 -0.1024 0.35 0.29 0.82
H 0.6503 1.5363 -0.8537 0.25 -0.07 -0.07
```
Positions in Å, forces in eV/Å.

HOMO = -7.031 eV
energy relative to the best compared isomer or geometry (same formula, charge and spin) = 2.847 eV
structure (SMILES) = CN1N=NN2CCC=C12
maximum force = 2.978 eV/A



3.
The following is a DFT calculation (ωB97M-V/def2-TZVPD) of a cluster of 11 separate species, C33H63BrN21O18 in total at a distorted geometry.

XYZ file:
```
136
Properties=species:S:1:pos:R:3:forces:R:3
C 2.6422 -4.8836 -0.2994 -0.29 -0.06 0.48
C 2.2081 -4.8743 -1.8865 1.01 -0.35 0.35
O 0.7242 -4.7680 -2.0835 2.22 2.16 -0.44
C 0.5299 -3.3476 -2.4274 -0.32 1.56 0.89
C -1.0430 -2.8457 -2.3737 -3.50 1.31 -0.10
C -2.3306 -3.8583 -2.1192 0.10 4.54 -0.53
C -3.8731 -3.2337 -2.0636 2.28 1.24 -0.22
C -5.0902 -4.3411 -1.7882 -3.15 -2.79 2.39
O -5.7106 -4.9321 -2.8119 3.47 3.40 4.64
O -5.4027 -4.6149 -0.3577 1.92 1.79 -7.48
C -4.2026 -1.6249 -2.2330 3.66 -0.86 -0.11
C -5.7574 -1.0118 -2.1882 1.24 -0.63 -1.21
C -6.1541 -0.7713 -3.7947 2.72 -5.38 -4.57
O -5.7702 -1.6627 -4.7465 -2.79 6.35 6.70
Br -7.1798 0.8575 -4.4066 0.89 -1.56 0.85
C -2.9156 -0.6199 -2.4525 0.77 -2.50 0.21
C -1.3548 -1.2142 -2.5457 -1.90 -1.68 0.46
C -0.1204 -0.1177 -2.8139 2.05 -0.64 -2.36
O 0.9186 -0.3830 -3.6225 -5.79 1.44 5.00
C -0.3314 1.3436 -2.0278 -3.57 0.90 -0.24
C 0.8761 2.2010 -1.3236 0.23 -0.31 0.76
C 2.3779 1.5484 -1.4996 0.02 -0.75 0.20
C 3.0611 1.9660 -2.9382 -0.19 -1.01 0.50
C 3.9550 0.7331 -3.6048 3.41 -0.17 -5.99
O 4.6787 0.9135 -4.7446 -4.83 -0.82 7.57
O 4.0280 -0.6392 -3.0300 -1.57 2.26 -1.34
C -1.7502 1.8778 -1.9463 1.47 -1.59 -0.33
N -2.0441 3.1900 -1.2222 1.95 -3.94 3.67
C -2.1341 2.9006 0.1373 0.41 1.09 -2.08
C -1.2632 3.8299 1.2179 -2.15 -0.45 0.50
C -3.0726 1.7282 0.7957 1.24 -0.29 0.91
C -3.0467 1.0418 -2.5933 -3.17 1.29 -1.97
O -4.1084 1.6564 -3.1516 6.52 -3.87 3.73
H 3.7741 -5.1965 -0.1222 -2.37 0.61 -0.71
H 1.9653 -5.6506 0.2862 1.34 1.56 -1.21
H 2.5146 -3.8195 0.2131 0.11 -2.20 -1.24
H 2.7875 -3.9777 -2.3944 -1.34 -1.79 0.86
H 2.5732 -5.8530 -2.4143 -0.86 1.75 1.11
H 1.0961 -2.7276 -1.5788 -1.30 -1.01 -1.75
H 1.0773 -3.0382 -3.4389 -1.55 -0.85 1.92
H -2.0717 -4.9944 -1.9676 -0.91 2.55 -0.31
H -5.8159 -0.0128 -1.5708 0.08 -2.11 -1.40
H -6.4537 -1.8682 -1.7965 1.25 1.74 -0.68
H 0.6532 2.1827 -0.1510 0.44 0.20 -2.60
H 0.8556 3.3337 -1.6678 -0.13 -2.41 0.66
H 2.2367 0.3674 -1.4045 0.50 2.58 -0.50
H 3.1222 1.8280 -0.6095 -1.92 -0.29 -1.87
H 3.7621 2.9125 -2.8174 -1.45 -2.12 -0.42
H 2.1679 2.2058 -3.6726 2.12 -0.61 1.19
H 3.3951 -1.2606 -3.5205 1.09 1.68 0.68
H -0.9899 4.8889 0.7939 -0.45 -2.31 0.67
H -0.3144 3.2252 1.6041 -1.95 1.23 -1.16
H -1.9801 3.9416 2.1635 1.77 0.03 -1.91
H -4.1713 2.1149 0.9835 2.35 -0.54 -0.57
H -2.5938 1.4754 1.8584 -1.17 0.55 -2.24
H -3.1003 0.7192 0.2036 0.04 2.06 0.84
C 2.9437 1.9425 2.5963 0.44 0.30 0.38
O 2.5270 2.9477 2.0427 -0.43 0.40 -0.58
N 3.9789 1.9613 3.4552 0.89 0.53 0.58
N 2.4049 0.7260 2.3972 -1.14 -1.16 -0.60
H 4.3362 1.1443 3.9208 -0.05 -0.07 -0.36
H 4.4134 2.8574 3.6332 -0.35 0.01 0.06
H 1.6232 0.6676 1.7578 0.30 -0.01 0.26
H 2.7341 -0.1131 2.8440 0.17 0.21 -0.08
C 5.6437 -1.5825 3.8713 0.54 -0.20 0.59
O 5.2270 -0.5773 3.3177 -0.26 0.39 -0.41
N 6.6789 -1.5637 4.7302 0.37 0.64 0.80
N 5.1049 -2.7990 3.6722 -0.91 -0.91 -0.60
H 7.0362 -2.3807 5.1958 0.04 0.16 -0.26
H 7.1134 -0.6676 4.9082 -0.04 -0.43 -0.14
H 4.3232 -2.8574 3.0328 0.29 -0.07 0.24
H 5.4341 -3.6381 4.1190 -0.01 0.17 -0.11
C 8.8492 -2.0323 1.5190 -0.06 -0.10 0.24
O 8.9180 -2.1677 2.7304 0.09 -0.05 0.43
N 9.9260 -2.1091 0.7164 1.40 -0.24 -0.40
N 7.6906 -1.7942 0.8783 -1.24 0.11 -0.08
H 9.8894 -2.0004 -0.2831 -0.04 0.09 0.17
H 10.8184 -2.2871 1.1586 -0.37 0.09 -0.21
H 6.8556 -1.7289 1.4456 0.18 0.00 -0.26
H 7.6140 -1.6799 -0.1182 0.01 0.17 0.09
C -8.4228 -7.3619 -4.4778 0.36 -0.34 0.44
O -8.7603 -8.5351 -4.4627 -0.31 -0.61 -0.13
N -7.4591 -6.8721 -3.6772 0.31 -0.18 0.56
N -8.9843 -6.4539 -5.2963 -1.00 0.62 -1.06
H -7.1674 -5.9093 -3.6751 0.28 -0.07 0.18
H -7.0104 -7.5225 -3.0453 -0.10 0.37 -0.24
H -9.7143 -6.7812 -5.9155 0.35 0.18 0.26
H -8.7199 -5.4837 -5.3231 0.05 -0.05 -0.11
C 7.2063 1.7500 -0.2468 0.32 -0.45 0.05
O 7.9631 1.1585 -1.0005 0.23 -0.21 -0.26
N 6.4997 2.8301 -0.6260 -0.56 1.24 -0.93
N 7.0111 1.3747 1.0301 0.20 -0.50 1.05
H 5.8717 3.3305 -0.0200 0.04 -0.16 -0.06
H 6.6176 3.1460 -1.5799 -0.07 -0.14 0.36
H 7.5240 0.5659 1.3560 -0.26 0.25 -0.09
H 6.3921 1.8490 1.6657 -0.07 -0.15 -0.05
C -7.0369 -3.6263 -7.9085 -0.11 0.15 0.85
O -8.0344 -3.5128 -7.2137 -0.29 -0.10 0.00
N -5.7914 -3.4772 -7.4225 0.85 0.14 0.74
N -7.0938 -3.9108 -9.2220 -0.63 -0.35 -1.67
H -4.9579 -3.5669 -7.9787 -0.20 0.01 0.12
H -5.7038 -3.2624 -6.4378 0.03 0.05 -0.19
H -8.0127 -4.0309 -9.6278 0.41 0.04 0.16
H -6.2836 -4.0082 -9.8104 -0.16 0.02 0.16
C -8.7097 -7.1885 0.8134 0.12 -0.06 0.28
O -9.4072 -7.8573 1.5596 -0.43 -0.35 0.37
N -9.0958 -6.8436 -0.4282 -0.90 0.15 -1.11
N -7.4927 -6.7365 1.1660 0.91 0.06 0.79
H -8.5355 -6.2936 -1.0572 0.05 -0.08 0.04
H -10.0057 -7.1637 -0.7333 0.44 0.10 0.08
H -7.1640 -6.9738 2.0928 -0.17 0.11 -0.44
H -6.9039 -6.1845 0.5655 0.23 0.27 -0.16
C 4.4529 6.0022 3.9603 -0.16 -0.31 0.40
O 4.3553 4.7853 3.9707 0.20 -0.16 0.06
N 3.9605 6.7797 4.9414 -0.21 -0.05 0.81
N 5.0618 6.6746 2.9669 0.83 0.27 -1.39
H 4.0311 7.7832 4.9505 -0.19 -0.26 0.05
H 3.4943 6.3133 5.7086 0.03 0.40 -0.33
H 5.4465 6.1269 2.2083 -0.18 0.27 0.28
H 5.1521 7.6762 2.9407 -0.04 -0.22 0.02
C -1.4193 6.2785 4.4714 0.16 -0.84 -0.37
O -1.9238 5.1944 4.2247 -0.18 -0.02 0.10
N -2.1107 7.2949 5.0177 -1.31 0.99 0.73
N -0.1270 6.5537 4.2191 1.07 -0.13 -0.47
H -1.7129 8.1947 5.2281 -0.03 -0.21 -0.04
H -3.0874 7.1296 5.2234 0.39 0.08 -0.10
H 0.4293 5.8156 3.8077 -0.08 0.24 0.15
H 0.3063 7.4401 4.4153 0.05 -0.24 0.09
C 1.2149 8.5496 7.0693 0.32 -0.42 0.08
O 1.9717 7.9581 6.3156 0.00 0.12 -0.11
N 0.5083 9.6297 6.6901 -0.67 1.07 -0.97
N 1.0197 8.1743 8.3462 0.17 -0.65 1.05
H -0.1197 10.1301 7.2961 0.13 -0.08 -0.10
H 0.6262 9.9456 5.7362 -0.01 -0.01 0.40
H 1.5326 7.3655 8.6721 -0.24 0.29 -0.09
H 0.4007 8.6486 8.9818 0.11 -0.11 -0.13
```
Positions in Å, forces in eV/Å.

net charge = -1
HOMO = -5.910 eV
maximum force = 9.642 eV/A